Density functional theory data (ωB97M-V/def2-TZVPD) for an isolated molecule of C3H5NOS at a distorted geometry.

Values from the calculation:
* gap between HOMO and LUMO: 8.41 eV
* ΔE to the lowest compared entry with this formula, charge and spin: 19.8 kcal/mol
* structure (SMILES): CC(=O)NC=S
* multiplicity: 1

XYZ file:
```
11
Properties=species:S:1:pos:R:3:lowdin_charge:R:1
C 0.468 -0.052 -2.612 -0.004
C -0.068 0.039 -1.233 -0.498
C 0.785 -0.028 1.125 -0.694
H 0.526 0.976 -3.003 0.102
H 1.451 -0.449 -2.635 0.062
H -0.272 -0.516 -3.297 0.108
H 1.924 0.167 -0.410 0.143
H 1.785 -0.122 1.615 0.069
N 0.924 0.124 -0.198 0.013
O -1.228 0.233 -1.016 0.096
S -0.573 -0.159 2.098 0.602
```